Record 1
Here is C2H4ClNS as an isolated structure from the Open Molecules 2025 dataset. Energies are from ωB97M-V/def2-TZVPD.

```
9
Properties=species:S:1:pos:R:3:forces:R:3
C 0.022675 1.405771 0.583850 0.375 -2.861 -1.272
C -0.294260 -0.950475 0.015441 -2.213 -1.311 0.179
N -0.501148 0.235536 0.668923 1.462 1.448 -1.088
S 1.243811 1.904766 -0.578854 -0.990 3.107 1.127
Cl 1.146936 -1.538933 -1.777558 -1.293 0.877 1.867
H -0.207282 2.101625 1.320996 -0.787 1.316 1.014
H 1.593631 0.738273 -0.842525 0.868 -3.094 -1.014
H 0.004802 -1.658505 0.798446 0.782 -0.174 -0.891
H -1.270802 -1.329917 -0.451906 1.795 0.692 0.079
```
Positions in Å, forces in eV/Å.

- HOMO-LUMO gap: 9.28 eV
- Lowest unoccupied orbital energy: -0.63 eV
- 2S+1: 1
- HOMO: -9.91 eV
- Relative energy (zero: lowest compared OMol25 entry of this formula, charge and spin): 49.7 kcal per mole


Record 2
Here is one molecule with the formula C2H4ClOPS2 from the Open Molecules 2025 dataset. Energies are from ωB97M-V/def2-TZVPD.

```
11
Properties=species:S:1:pos:R:3:forces:R:3
C -0.491831 0.199933 0.578185 -0.053 -0.111 -0.315
C 0.847676 0.155362 -0.155989 -0.362 0.518 0.169
O -0.340296 0.223608 1.982871 0.072 -0.157 0.179
P 0.341320 1.479707 2.736182 0.842 -0.642 0.968
S 0.735298 1.037355 4.581884 -0.162 0.117 -0.420
S 1.852299 1.623680 0.155171 0.017 -0.373 -0.205
Cl -1.011330 2.942722 2.472498 -0.694 0.659 -0.171
H -1.070235 1.068088 0.245872 -0.040 -0.089 0.014
H -1.053404 -0.717254 0.362513 0.061 0.244 -0.018
H 1.408170 -0.731201 0.148057 0.157 0.058 -0.089
H 0.643350 0.120999 -1.225032 0.161 -0.224 -0.112
```
Positions in Å, forces in eV/Å.

- HOMO-LUMO gap (alpha / beta): 8.38 / 6.26 eV
- Lowest unoccupied orbital energy (alpha / beta): 0.57 / -2.88 eV
- 2S+1: 3
- HOMO (alpha / beta): -7.81 / -9.15 eV
- Relative energy (zero: lowest compared OMol25 entry of this formula, charge and spin): 0.0 kcal per mole


Record 3
Here is one molecule with the formula C2H4ClPS3 from the Open Molecules 2025 dataset. Energies are from ωB97M-V/def2-TZVPD.

```
11
Properties=species:S:1:pos:R:3:forces:R:3
C -0.786821 -0.587746 -0.374792 -0.527 -0.125 3.087
C -1.440834 0.502942 0.533610 1.023 -0.342 -2.360
P 2.195488 0.290686 -0.031553 -1.490 -0.416 -2.008
S 2.817744 0.282976 -1.922129 0.022 0.334 1.119
S 0.780804 -1.324904 0.155280 -0.321 0.100 0.531
S -0.796845 2.120087 0.366598 0.472 0.645 -0.182
Cl 3.438310 -0.411576 1.341462 1.012 -0.186 0.653
H -1.608112 -1.297068 -0.380499 0.648 -1.058 -0.109
H -0.670813 -0.253808 -1.325891 0.257 1.226 -2.854
H -2.421292 0.444604 0.113726 -1.090 0.733 -0.113
H -1.507625 0.233805 1.524192 -0.005 -0.910 2.237
```
Positions in Å, forces in eV/Å.

- HOMO-LUMO gap (alpha / beta): 6.72 / 6.31 eV
- Lowest unoccupied orbital energy (alpha / beta): -2.20 / -2.67 eV
- 2S+1: 1
- HOMO (alpha / beta): -8.92 / -8.98 eV
- Relative energy (zero: lowest compared OMol25 entry of this formula, charge and spin): 63.8 kcal per mole


Record 4
Here is C2H4CoO4S as an isolated structure from the Open Molecules 2025 dataset. Energies are from ωB97M-V/def2-TZVPD.

```
12
Properties=species:S:1:pos:R:3:forces:R:3
Co -1.129282 0.629974 -0.661695 -0.723 0.051 -0.322
S 0.242849 2.733689 -0.356188 -4.103 0.219 -1.751
O -0.420148 4.039964 -0.707979 1.808 -1.502 0.797
O -0.725498 1.941029 0.634419 1.598 1.147 -0.292
O 0.073393 1.744845 -1.608589 1.156 1.494 1.334
O -0.358223 -1.059350 -0.484274 0.418 -1.061 -0.519
C 0.931264 -1.393216 0.128876 0.636 -0.489 -0.040
C -0.325097 -1.807486 0.748449 0.066 -0.255 1.065
H 1.554794 -0.550594 0.428013 -0.590 -0.034 0.279
H 1.512758 -2.168186 -0.372250 -0.441 0.262 -0.331
H -0.691936 -1.274586 1.628511 0.037 -0.120 -0.286
H -0.664875 -2.836081 0.622708 0.138 0.288 0.068
```
Positions in Å, forces in eV/Å.

- HOMO-LUMO gap (alpha / beta): 10.84 / 7.73 eV
- Lowest unoccupied orbital energy (alpha / beta): -4.82 / -8.12 eV
- Net charge: +1
- 2S+1: 5
- HOMO (alpha / beta): -15.66 / -15.85 eV
- Relative energy (zero: lowest compared OMol25 entry of this formula, charge and spin): 0.0 kcal per mole


Record 5
Here is one molecule with the formula C2H4F2 from the Open Molecules 2025 dataset. Energies are from ωB97M-V/def2-TZVPD.

```
8
Properties=species:S:1:pos:R:3:forces:R:3
C 0.725287 0.278923 -0.503227 -2.973 -5.531 3.289
C -0.666971 0.206304 0.428454 1.463 2.704 -1.265
F 1.630635 0.933810 0.232376 0.839 1.481 -0.180
F -1.683395 0.944409 -0.205187 0.074 -0.297 -0.200
H 0.448530 0.572152 -1.475762 0.294 1.074 -1.074
H 1.048302 -0.822867 -0.451262 -0.142 1.459 -0.832
H -1.170800 -0.669339 0.829220 0.751 -0.527 -0.406
H -0.309705 0.876846 1.208753 -0.305 -0.364 0.667
```
Positions in Å, forces in eV/Å.

- HOMO-LUMO gap: 12.27 eV
- Lowest unoccupied orbital energy: 1.17 eV
- 2S+1: 1
- HOMO: -11.11 eV
- Relative energy (zero: lowest compared OMol25 entry of this formula, charge and spin): 32.4 kcal per mole


Record 6
Here is one molecule with the formula C2H4F2IN from the Open Molecules 2025 dataset. Energies are from ωB97M-V/def2-TZVPD.

```
10
Properties=species:S:1:pos:R:3:forces:R:3
C 0.176966 -0.590473 -0.192382 1.987 -1.918 -0.120
C -0.929703 0.458066 -0.043007 -0.345 -2.133 -1.990
N 1.553867 -0.096189 0.175295 -0.157 -0.208 1.898
F -0.797593 1.237592 0.980262 0.225 0.996 1.429
F -0.923122 1.214793 -1.167378 0.048 0.461 0.057
I -2.886201 -0.525831 -0.010030 0.214 0.131 0.113
H 0.155681 -1.072589 -1.298639 0.081 1.617 2.458
H 0.098294 -1.511563 0.463226 -0.679 1.297 -0.589
H 1.778067 0.819479 -0.130462 -0.103 0.900 -1.255
H 1.773743 0.066711 1.223112 -1.271 -1.142 -2.000
```
Positions in Å, forces in eV/Å.

- HOMO-LUMO gap: 10.06 eV
- Lowest unoccupied orbital energy: 0.26 eV
- 2S+1: 1
- HOMO: -9.80 eV
- Relative energy (zero: lowest compared OMol25 entry of this formula, charge and spin): 4.1 kcal per mole


Record 7
Here is one molecule with the formula C2H4F2NP from the Open Molecules 2025 dataset. Energies are from ωB97M-V/def2-TZVPD.

```
10
Properties=species:S:1:pos:R:3:forces:R:3
C 0.423955 -0.340331 0.120222 -2.711 1.484 -0.582
C 1.612411 0.563189 0.187611 -0.838 0.644 -2.886
N -0.799556 0.053662 -0.038381 2.626 -0.663 0.104
F 1.413259 1.886774 -0.061113 -0.811 0.767 0.128
F -3.259452 0.506252 -0.182964 0.541 -0.897 -0.411
P -2.277314 -0.768868 0.069567 0.054 0.960 1.973
H 0.768971 -1.321611 0.397106 -0.296 -0.996 -0.049
H 1.843171 0.437307 1.169987 1.603 -0.140 3.024
H 2.413991 0.338711 -0.511331 0.155 -1.009 0.232
H -2.139437 -1.355086 -1.150700 -0.325 -0.150 -1.534
```
Positions in Å, forces in eV/Å.

- HOMO-LUMO gap: 9.87 eV
- Lowest unoccupied orbital energy: 0.60 eV
- 2S+1: 1
- HOMO: -9.27 eV
- Relative energy (zero: lowest compared OMol25 entry of this formula, charge and spin): 5.3 kcal per mole


Record 8
Here is C2H4F3MgO4S as an isolated structure from the Open Molecules 2025 dataset. Energies are from ωB97M-V/def2-TZVPD.

```
15
Properties=species:S:1:pos:R:3:forces:R:3
Mg 2.142760 1.805304 -1.879201 -2.013 -0.608 0.705
O 0.930024 1.637982 -0.329083 -0.925 -2.276 -2.025
S -0.293719 0.525508 -1.284962 0.422 6.027 0.299
O 0.510146 0.797138 -2.529010 0.672 -0.550 -0.455
O -1.632622 1.063894 -1.302311 2.012 -1.027 0.435
C -0.483962 -1.330811 -1.427395 -0.425 -1.998 0.593
F 0.510199 -1.917656 -0.798987 0.313 0.052 0.277
F -1.643141 -1.681995 -0.917421 0.481 0.509 0.066
F -0.451537 -1.671068 -2.698196 0.054 0.685 0.134
H 0.416394 1.542695 1.286842 -4.491 -3.679 0.407
O -0.507735 0.741945 1.487329 3.919 3.028 -0.932
C 0.011266 -0.196164 2.430234 0.435 0.094 -0.133
H 0.242815 -1.165280 1.966572 -0.431 0.012 0.000
H 0.993753 0.154259 2.780718 -0.517 -0.119 0.543
H -0.744645 -0.305758 3.214866 0.492 -0.150 0.086
```
Positions in Å, forces in eV/Å.

- HOMO-LUMO gap (alpha / beta): 5.54 / 5.54 eV
- Lowest unoccupied orbital energy (alpha / beta): -7.38 / -7.38 eV
- Net charge: +1
- 2S+1: 1
- HOMO (alpha / beta): -12.92 / -12.92 eV


Record 9
Here is one molecule with the formula C2H4FIO from the Open Molecules 2025 dataset. Energies are from ωB97M-V/def2-TZVPD.

```
9
Properties=species:S:1:pos:R:3:forces:R:3
C -0.600078 0.097676 0.080663 3.323 0.082 -1.054
C 1.605951 0.505455 0.994608 -1.532 0.801 -1.380
O 0.228797 0.629937 1.067009 0.840 1.078 2.597
F 2.147038 1.507171 0.195100 -0.347 0.258 -0.239
I 2.567336 0.788814 2.821889 -0.031 -0.268 0.683
H -1.545703 0.478386 0.048164 -2.173 1.821 0.172
H -0.713535 -0.914910 0.152640 -0.204 -3.024 0.752
H -0.033537 0.224651 -0.806328 -0.244 0.416 -1.644
H 1.883541 -0.374129 0.463163 0.367 -1.163 0.112
```
Positions in Å, forces in eV/Å.

- HOMO-LUMO gap: 10.31 eV
- Lowest unoccupied orbital energy: 0.46 eV
- 2S+1: 1
- HOMO: -9.85 eV
- Relative energy (zero: lowest compared OMol25 entry of this formula, charge and spin): 13.9 kcal per mole


Record 10
Here is a 2-piece molecular cluster, C2H4FN3 overall from the Open Molecules 2025 dataset. Energies are from ωB97M-V/def2-TZVPD.

```
10
Properties=species:S:1:pos:R:3:forces:R:3
C -1.281900 -2.048403 -0.074005 0.776 0.007 -0.323
C 2.036227 1.274186 0.401588 -0.149 -0.783 -0.165
N -2.103324 -1.264348 -0.174392 -0.781 0.386 0.158
N 1.268783 0.197378 0.237092 1.510 0.916 0.465
N 1.481708 -1.044385 -0.029605 -2.539 -0.954 0.035
F 2.775982 -1.350341 -0.092378 2.342 0.511 -0.149
H -0.358160 -2.579709 -0.098434 -0.024 -0.366 0.185
H 3.131166 1.147677 0.269292 -1.163 0.277 0.145
H 1.501337 2.204536 0.643880 0.590 -0.693 -0.168
H 0.282196 0.213532 0.438858 -0.561 0.701 -0.183
```
Positions in Å, forces in eV/Å.

- HOMO-LUMO gap: 9.23 eV
- Lowest unoccupied orbital energy: 0.86 eV
- 2S+1: 1
- HOMO: -8.37 eV
- Relative energy (zero: lowest compared OMol25 entry of this formula, charge and spin): 98.0 kcal per mole


Record 11
Here is an isolated ion of composition C2H4FN4 and charge +1 from the Open Molecules 2025 dataset. Energies are from ωB97M-V/def2-TZVPD.

```
11
Properties=species:S:1:pos:R:3:forces:R:3
N 2.083083 -0.190299 0.167412 -1.617 -1.364 -0.288
C 0.726773 0.000253 0.072348 -1.240 2.319 -0.147
N 0.298278 1.449332 -0.006621 -6.257 -6.719 -0.260
C -1.220593 1.229650 -0.133140 3.942 -2.722 0.595
N -1.548542 -0.274326 -0.113538 1.122 6.456 -0.006
F -2.843697 -0.699885 -0.239842 2.028 -0.439 0.164
N -0.375455 -1.039865 0.037211 2.513 2.956 -0.089
H 2.447949 -1.142380 -0.104823 -0.154 1.826 0.744
H 2.715646 0.620372 0.438674 -1.339 -1.559 -0.714
H -1.979081 2.143431 -0.221840 1.470 -2.660 0.154
H -0.304361 -2.096284 0.104160 -0.469 1.905 -0.152
```
Positions in Å, forces in eV/Å.

- HOMO-LUMO gap: 9.37 eV
- Lowest unoccupied orbital energy: -4.93 eV
- Net charge: +1
- 2S+1: 1
- HOMO: -14.30 eV
- Relative energy (zero: lowest compared OMol25 entry of this formula, charge and spin): 89.3 kcal per mole


Record 12
Here is one molecule with the formula C2H4FNO from the Open Molecules 2025 dataset. Energies are from ωB97M-V/def2-TZVPD.

```
9
Properties=species:S:1:pos:R:3:forces:R:3
C -1.071216 -0.070796 -0.408241 -2.303 -1.168 0.855
C 1.687079 0.128977 0.612443 -3.041 -0.415 -0.877
N -1.721618 0.347140 -1.471597 4.243 0.959 0.479
O 0.099600 -0.107081 0.295083 1.032 0.574 -0.417
F -3.039652 -0.054951 -1.426314 -0.213 -0.488 0.720
H -1.739486 -0.643636 0.256294 0.024 0.112 -0.201
H 2.088588 0.994552 0.116109 -0.032 0.164 -0.235
H 1.575421 0.229196 1.686410 0.188 0.153 -0.133
H 2.121286 -0.823403 0.339814 0.101 0.107 -0.191
```
Positions in Å, forces in eV/Å.

- HOMO-LUMO gap: 10.33 eV
- Lowest unoccupied orbital energy: 0.51 eV
- 2S+1: 1
- HOMO: -9.82 eV
- Relative energy (zero: lowest compared OMol25 entry of this formula, charge and spin): 123.6 kcal per mole


For reference, energy by record: -26984.4696 -47667.3071 -56454.5801 -58779.6966 -7572.4806 -17163.8493 -18351.9078 -34750.2236 -15003.1636 -9321.7151 -10803.1750 -8388.8896 eV.
For reference, strongest force on any atom by record: 0.067 0.028 0.061 0.087 0.138 0.057 0.067 0.118 0.068 0.053 0.179 0.085 hartree/bohr.